DFT (wB97M-V/def2-TZVPD) results for a molecular structure, C12H18Br21NO3.

CARTESIAN COORDINATES (ANGSTROEM)
C -1.123 -3.230 1.502
C 0.081 -3.878 2.253
O -0.477 -5.050 2.843
C 0.480 -2.925 3.414
N 1.675 -2.069 3.128
C 1.439 -1.155 2.005
C 1.804 -1.303 4.315
O 1.335 -0.274 4.445
O 2.503 -1.888 5.331
H -1.545 -4.019 0.865
H -0.842 -2.327 0.951
H -1.872 -2.933 2.252
H 0.902 -4.129 1.592
H 0.146 -5.381 3.480
H -0.383 -2.295 3.709
H 0.789 -3.570 4.260
H 0.480 -0.628 2.138
H 2.273 -0.406 1.998
H 1.449 -1.650 1.002
H 1.831 -2.051 5.988
C -2.854 0.245 4.492
Br -1.760 -0.960 5.534
Br -2.337 0.282 2.633
Br -4.734 -0.149 4.705
H -2.692 1.238 4.885
C 3.770 -3.397 -0.737
Br 2.281 -2.164 -0.945
Br 5.347 -2.505 -0.074
Br 3.337 -4.943 0.331
H 4.008 -3.765 -1.724
C 4.201 2.063 -0.100
Br 2.895 3.232 -0.909
Br 3.440 1.058 1.377
Br 5.035 0.918 -1.411
H 4.979 2.690 0.311
C -6.363 -1.127 0.225
Br -5.721 0.531 -0.528
Br -8.178 -1.506 -0.320
Br -5.173 -2.598 -0.167
H -6.372 -1.005 1.296
C -3.112 2.763 -3.345
Br -1.816 1.914 -2.188
Br -3.902 1.506 -4.578
Br -4.457 3.711 -2.334
H -2.574 3.493 -3.941
C -0.584 3.570 -6.891
Br 0.702 2.712 -5.731
Br -1.399 2.314 -8.108
Br -1.913 4.560 -5.890
H -0.041 4.288 -7.490
C 2.965 6.646 -5.095
Br 4.007 5.489 -3.955
Br 3.668 6.723 -6.893
Br 1.103 6.139 -5.078
H 3.034 7.643 -4.686

Kohn-Sham gap: 9.053 eV
LUMO level: -0.28 eV
Spin multiplicity: 1
Electronic energy: -1491256.599 eV

=====

DFT (wB97M-V/def2-TZVPD) results for a single C12H18BrClF4N2O5P2 molecule.

CARTESIAN COORDINATES (ANGSTROEM)
C -3.746 -1.677 -0.730
C -3.170 -1.373 0.660
C -2.730 0.080 0.827
O -1.291 0.218 0.825
C -0.789 1.253 0.012
O -1.408 2.478 0.305
N -2.417 2.924 -0.629
O -2.771 3.975 -0.311
C -0.837 0.704 -1.444
O -1.671 0.858 -2.316
N 0.213 -0.172 -1.475
C 1.361 0.212 -0.658
P 2.040 -1.432 0.107
C 3.565 -0.878 0.974
C 0.960 -1.977 1.490
C -0.281 -2.778 1.048
C 2.488 0.637 -1.659
F 3.060 -0.501 -2.167
F 3.490 1.291 -1.002
C 2.032 1.442 -2.928
F 1.719 0.539 -3.909
F 3.075 2.194 -3.359
C 0.759 1.381 0.250
Br 1.212 3.185 -0.472
P 1.345 1.325 2.095
O 2.162 2.731 2.127
Cl -0.352 1.949 3.113
H -2.966 -1.628 -1.497
H -4.512 -0.943 -1.000
H -4.215 -2.663 -0.755
H -2.319 -2.031 0.832
H -3.928 -1.589 1.416
H -3.161 0.667 0.018
H -3.095 0.501 1.770
H 0.363 -0.703 -2.322
H 3.800 -1.628 1.731
H 3.511 0.111 1.428
H 4.370 -0.865 0.235
H 1.639 -2.647 2.032
H 0.685 -1.209 2.206
H -0.442 -2.732 -0.030
H -0.175 -3.830 1.331
H -1.160 -2.395 1.563
H 1.170 2.081 -2.771
H 2.417 2.914 3.041

SMILES string: CCCO[C@]1(ON=O)C(=O)N[C@@](P(C)CC)(C(F)(F)C(F)F)[C@]1(Br)P(O)Cl
Kohn-Sham gap: 8.890 eV
LUMO level: -0.05 eV
Spin multiplicity: 1
Electronic energy: -137963.300 eV

=====

Which value of electronic energy does entry 2 give?
-137963.300 eV